Record 1
Molecular formula: C45H50BaBrF4N4PS
Method: DFT, wB97M-V/def2-TZVPD

XYZ file:
```
107
Properties=species:S:1:pos:R:3
Ba -14.0541 -6.7995 15.7863
C -15.4622 -8.7454 19.2589
C -15.0288 -7.3179 19.4354
C -14.3840 -7.2085 20.8392
C -16.1685 -6.3045 19.2263
C -17.3769 -6.5338 19.8529
C -18.3815 -5.6119 19.8680
C -18.2582 -4.4931 19.0758
C -17.0928 -4.2757 18.3257
C -17.2011 -3.3612 17.0842
C -16.6487 -1.9514 17.2028
C -18.6630 -3.3957 16.5564
C -16.0054 -5.1596 18.4071
N -14.8485 -5.1515 17.5553
C -14.0056 -4.0164 17.5283
C -13.2712 -3.7129 16.4144
N -13.4469 -4.4433 15.1982
C -12.7760 -3.8572 14.1005
C -13.5540 -3.4853 13.0070
C -12.9443 -3.0009 11.8377
C -11.5844 -2.9309 11.7125
C -10.7994 -3.4168 12.7724
C -11.3704 -3.8319 13.9823
C -10.4473 -4.3346 15.1380
C -9.5486 -3.1920 15.6311
C -9.7808 -5.6199 14.7311
C -15.0646 -3.5522 13.0490
C -15.6632 -4.9722 13.1075
C -15.6916 -2.6493 14.1181
H -14.6277 -9.4196 19.3158
H -15.9824 -8.8284 18.2909
H -16.1773 -8.9620 20.0455
H -14.2269 -7.0762 18.7062
H -15.1957 -7.3624 21.5590
H -13.8374 -6.2527 20.9549
H -13.6842 -8.0559 20.9420
H -17.4752 -7.4886 20.3570
H -19.2960 -5.8527 20.3733
H -19.0942 -3.8298 18.9253
H -16.5865 -3.8625 16.3152
H -17.1271 -1.4426 18.0619
H -16.9281 -1.4316 16.2835
H -15.5950 -1.8683 17.2894
H -19.3236 -2.7577 17.0980
H -19.0022 -4.4137 16.5448
H -18.7571 -3.0330 15.5214
H -13.9415 -3.3674 18.3953
H -12.5940 -2.8297 16.4593
H -13.5703 -2.5154 11.0624
H -11.0079 -2.6040 10.8673
H -9.7070 -3.3729 12.6796
H -11.1820 -4.5380 15.9104
H -8.7686 -2.8675 14.9628
H -9.0371 -3.4146 16.5994
H -10.1527 -2.3322 15.8444
H -9.0740 -5.4527 13.9115
H -10.5387 -6.3271 14.4614
H -9.1656 -5.9251 15.5808
H -15.4302 -3.1566 12.1062
H -15.7941 -5.2935 14.1635
H -15.1198 -5.7075 12.4650
H -16.6013 -4.8997 12.6130
H -15.3566 -2.9117 15.1100
H -16.8133 -2.6852 14.0237
H -15.3241 -1.6884 13.8347
F -14.5220 -14.4444 12.3566
C -13.9663 -13.2419 12.6754
C -12.8146 -12.8297 12.0351
F -12.2449 -13.6184 11.1306
C -12.3128 -11.6011 12.3330
F -11.2783 -11.1439 11.5845
C -12.9090 -10.7540 13.2439
P -12.0570 -9.1776 13.7559
C -11.4083 -8.2034 12.3552
C -12.0759 -7.0134 12.1470
C -11.5959 -6.0742 11.2402
C -10.4874 -6.3589 10.4463
C -9.8110 -7.5773 10.6272
C -10.2617 -8.4781 11.6136
C -10.6277 -9.8870 14.6365
C -9.4150 -9.1867 14.6668
C -8.3796 -9.5655 15.5116
C -8.4843 -10.6896 16.2929
C -9.6158 -11.4705 16.1747
C -10.7073 -11.0660 15.3684
C -14.0000 -11.2346 13.9400
Br -14.8019 -10.3319 15.3938
C -14.5405 -12.4689 13.6569
F -15.6518 -12.8567 14.2914
H -12.9963 -6.7932 12.6829
H -12.1398 -5.1612 11.0725
H -10.1014 -5.6166 9.7637
H -8.9620 -7.8722 10.0625
H -9.7178 -9.3822 11.7187
H -9.3473 -8.1981 14.2088
H -7.5588 -8.8861 15.6342
H -7.6740 -11.0239 16.9183
H -9.7223 -12.4324 16.6977
H -11.6006 -11.6992 15.3959
N -11.6110 -5.8631 18.8583
C -11.2707 -7.1354 18.9051
N -10.9937 -7.6503 20.1504
S -11.1622 -8.1469 17.5372
H -11.8493 -5.4465 19.7586
H -12.1467 -5.4946 18.0950
H -10.7196 -6.9999 20.8723
H -10.3491 -8.4441 20.1057
```

Calculated total energy   -5702.26794 Ha
Energy relative to the best compared isomer or geometry (same formula, charge and spin)   1.00 kJ/mol
Lowest unoccupied orbital energy   -0.0095 Eh
HOMO level   -5.5 eV
2S+1   1

Atomic partial charges in e from the Mulliken method, atoms 1 to 5: Ba 1.440; C -1.762; C 2.169; C -1.483; C 0.482

=====

Record 2
Molecular formula: C5H7BBr3F3I2
Method: DFT, wB97M-V/def2-TZVPD

XYZ file:
```
21
Properties=species:S:1:pos:R:3
C 1.8263 -0.5776 2.5778
C 1.1717 0.5285 1.7431
I 2.7260 1.8359 1.0649
C 0.3855 -0.1199 0.5747
I 0.4114 0.9837 -1.2525
B -1.1495 -0.2919 0.8045
C -1.8833 -0.1437 2.2302
F -1.1077 -0.2826 3.3267
F -2.4701 1.0698 2.3357
F -2.8472 -1.0612 2.3563
H 2.0029 -0.2533 3.6065
H 2.7852 -0.8771 2.1399
H 1.1862 -1.4701 2.5872
H 0.5244 1.1394 2.3690
H 0.8516 -1.0899 0.3634
H -1.8753 -0.5430 -0.0948
C -0.5635 0.2292 -5.4666
Br 0.2371 1.9536 -5.1706
Br 0.7564 -1.1656 -5.4466
Br -1.9604 -0.1063 -4.1976
H -1.0075 0.2422 -6.4512
```

Calculated total energy   -8836.56694 Ha
Lowest unoccupied orbital energy   -0.0265 Eh
HOMO level   -8.7 eV
2S+1   1

Atomic partial charges in e from the Mulliken method, atoms 1 to 5: C -1.364; C -0.131; I 0.035; C -0.747; I 0.148

=====

Record 3
Molecular formula: C27H34F4N2O6
Method: DFT, wB97M-V/def2-TZVPD

XYZ file:
```
73
Properties=species:S:1:pos:R:3
C 3.0063 -2.4909 2.2791
C 3.7826 -2.2920 0.8929
N 2.9833 -1.3586 0.0453
C 2.8988 -1.8114 -1.3690
C 1.7849 -2.9072 -1.6496
C 0.8229 -3.1973 -0.4608
C 0.0199 -2.2624 0.1354
C -0.0216 -0.7787 -0.3345
C -1.5445 -0.4349 -0.7191
C -2.3890 0.1227 0.4950
C -3.5966 1.0607 0.0617
N -4.0840 1.8881 1.2078
C -4.2870 1.0796 2.4292
C -3.2323 3.0252 1.4305
C -3.8856 4.2719 2.1535
O -2.0731 3.1273 1.0798
C -0.9012 -2.6861 1.3358
O -1.0910 -2.0046 2.3144
C -1.5306 -4.1183 1.1802
C -2.8877 -4.3533 1.6403
C -3.4265 -5.7006 1.4417
F -4.7006 -5.9407 1.8912
C -2.6024 -6.7311 0.7942
C -1.2251 -6.4617 0.3348
C -0.6762 -5.1266 0.5275
C 0.7531 -4.6799 0.0522
O 1.7102 -5.4134 0.1181
C 3.6095 -0.0299 -0.0112
C 2.9450 1.2713 0.5382
O 4.7013 0.0898 -0.5368
H 1.9671 -2.0811 2.2470
H 3.0066 -3.5858 2.5471
H 3.5419 -1.9789 3.1321
H 4.0216 -3.2594 0.3884
H 4.7401 -1.7606 1.1700
H 3.9288 -2.1480 -1.6952
H 2.6827 -0.9045 -2.0094
H 2.3368 -3.8698 -1.8645
H 1.2404 -2.6606 -2.6045
H 0.3379 -0.0681 0.4571
H 0.5555 -0.5984 -1.2836
H -2.0399 -1.3284 -1.2029
H -1.5074 0.3719 -1.4992
H -1.6691 0.6301 1.1921
H -2.8598 -0.7725 0.9959
H -3.3171 1.6979 -0.8232
H -4.4450 0.3611 -0.1994
H -4.6144 0.0306 2.2122
H -5.0842 1.5236 3.0957
H -3.3499 1.0056 3.0563
H -3.2588 5.1612 1.8959
H -3.8350 4.0908 3.2639
H -4.9363 4.4116 1.7862
H -3.4320 -3.5032 2.1071
H -3.0877 -7.7304 0.6806
H -0.6396 -7.2631 -0.1752
H 2.7078 1.9262 -0.3511
H 2.0341 1.0913 1.1675
H 3.6811 1.8728 1.1449
C 1.8260 7.2326 -2.0128
C 0.8048 6.2081 -2.4658
O 1.4056 5.2101 -3.3106
C 2.1443 4.2868 -2.6881
O 2.3290 4.2441 -1.5047
C 2.6953 3.2730 -3.6910
F 3.2725 3.8673 -4.7502
F 1.7213 2.4763 -4.1734
F 3.6182 2.4713 -3.1465
H 2.3254 7.6798 -2.8749
H 1.3485 8.0200 -1.4290
H 2.6033 6.7754 -1.3987
H 0.0373 6.6999 -3.0644
H 0.2997 5.7365 -1.6199
```

Calculated total energy   -2009.54391 Ha
Energy relative to the best compared isomer or geometry (same formula, charge and spin)   231.54 kJ/mol
Structure (SMILES)   CCN(CCC1=C(CCCCN(C)C(C)=O)C(=O)c2cc(F)ccc2C1=O)C(C)=O.CCOC(=O)C(F)(F)F
Lowest unoccupied orbital energy   -0.0255 Eh
HOMO level   -8.9 eV
2S+1   1

Atomic partial charges in e from the Mulliken method, atoms 1 to 5: C -0.870; C -0.490; N 0.583; C -0.997; C -0.981

=====

Record 4
Molecular formula: C35H36FFeN11O8S
Method: DFT, wB97M-V/def2-TZVPD

XYZ file:
```
93
Properties=species:S:1:pos:R:3
Fe -1.4353 -0.0426 1.6190
C -3.1869 8.5908 -1.1275
O -4.1231 7.9051 -1.9429
C -4.8285 6.8958 -1.3888
C -4.6546 6.4372 -0.0823
C -5.4204 5.3846 0.3854
C -6.3701 4.7700 -0.4432
C -6.5559 5.2654 -1.7502
C -5.7914 6.3019 -2.2170
N -7.1546 3.7071 -0.0752
N -6.9627 3.1708 1.1021
C -6.0117 2.3660 1.4217
C -5.9735 1.9839 2.8343
C -4.9229 1.3752 3.4016
C -3.7769 1.0069 2.5852
O -2.7466 0.5100 3.0437
C -3.8707 1.2247 1.1189
N -2.8224 0.7436 0.4363
C -2.8311 0.8375 -0.8839
C -3.9027 1.4002 -1.5701
C -4.9738 1.9171 -0.8701
C -4.9586 1.8528 0.5269
H -2.7775 9.3834 -1.7462
H -2.3822 7.9242 -0.8078
H -3.6751 9.0267 -0.2528
H -3.9320 6.8967 0.5750
H -5.2910 5.0473 1.4048
H -7.3107 4.8043 -2.3728
H -5.9176 6.6871 -3.2192
H -6.8355 2.2809 3.4167
H -4.8858 1.1377 4.4549
H -1.9625 0.4405 -1.3922
H -3.8866 1.4303 -2.6498
H -5.8128 2.3485 -1.3935
F 4.2085 -0.1533 -1.9175
C 3.4409 -1.2094 -1.5494
C 2.2125 -0.9780 -1.0017
C 1.3935 -2.0510 -0.6512
C 0.1167 -1.7747 0.0172
O -0.1971 -0.5739 0.1908
C -0.6368 -2.9121 0.4275
C -0.1399 -4.1475 0.1612
N 1.0525 -4.4111 -0.4199
C 1.4648 -5.7717 -0.6555
C 2.5717 -6.3535 0.1799
C 1.1555 -6.8123 0.3702
C 1.8464 -3.3581 -0.8393
C 3.1177 -3.5723 -1.3842
C 3.9282 -2.5088 -1.7368
N 5.2340 -2.7893 -2.2304
C 6.2957 -1.8017 -2.1363
C 7.6298 -2.5334 -2.3864
N 7.3896 -3.9957 -2.1540
C 6.5225 -4.5611 -3.2460
C 5.3593 -3.5737 -3.4458
C -1.9625 -2.8743 1.1852
O -2.5048 -3.9508 1.3990
O -2.4047 -1.7294 1.5180
H 1.8660 0.0280 -0.8090
H -0.7343 -4.9979 0.4657
H 1.4171 -6.0688 -1.6978
H 2.9822 -5.7171 0.9523
H 3.2749 -7.0193 -0.3024
H 0.6606 -6.4987 1.2774
H 0.8665 -7.7885 0.0103
H 3.5000 -4.5790 -1.4726
H 6.2847 -1.3620 -1.1404
H 6.2047 -0.9920 -2.8664
H 8.4204 -2.2004 -1.7184
H 7.9733 -2.4390 -3.4150
H 6.8466 -4.0720 -1.2880
H 8.2567 -4.5204 -2.0517
H 6.1915 -5.5419 -2.9095
H 7.1414 -4.6721 -4.1342
H 4.4415 -4.1213 -3.6411
H 5.5515 -2.9303 -4.3143
C 1.7868 -1.0362 4.6407
S 1.3469 -0.8812 2.9367
O 1.8027 -2.0996 2.2866
O 1.9804 0.3333 2.4409
O -0.1362 -0.7740 2.9922
H 2.8618 -1.1822 4.6982
H 1.2610 -1.8926 5.0534
H 1.4966 -0.1277 5.1612
N 1.8520 4.0197 0.9452
N 0.9577 3.1693 1.5819
N 0.7396 3.2363 2.8716
C -0.1902 2.3049 3.0157
N -0.5041 1.7417 1.8485
N 0.2433 2.3166 0.9286
H 2.5428 4.2581 1.6501
H 2.2940 3.4706 0.2144
H -0.6307 2.0212 3.9535
```

Calculated total energy   -4321.05436 Ha
Energy relative to the best compared isomer or geometry (same formula, charge and spin)   0.00 kJ/mol
Lowest unoccupied orbital energy (alpha / beta)   -0.1095 / -0.1095 Eh
HOMO level (alpha / beta)   -9.1 / -9.5 eV
2S+1   2
<S²>   0.7857
Net charge   +1

Atomic partial charges in e from the Mulliken method, atoms 1 to 5: Fe 0.659; C -0.826; O -0.429; C 0.946; C -0.480